Arrangement 1

H80O40 | ωB97M-V/def2-TZVPD

Its charge is 0. The value obtained for the HOMO energy is -0.3836 Eh.

Last columns: bonded neighbours and bond lengths (Å).
Cartesian coordinates (Å):
1 H 3.126 -0.756 5.912  O3 0.950
2 H 2.210 -0.900 4.646  O3 1.015
3 O 2.406 -1.273 5.569  H1 0.950, H2 1.015
4 H -2.680 3.613 -0.245  O6 0.951
5 H -3.479 2.484 -1.040  O6 0.949
6 O -3.519 3.206 -0.424  H4 0.951, H5 0.949
7 H 3.625 0.314 0.155  O9 0.965
8 H 3.452 -1.100 1.001  O9 0.950
9 O 3.980 -0.347 0.761  H7 0.965, H8 0.950
10 H -1.970 -3.765 -4.416  O12 0.942
11 H -2.744 -3.041 -5.647  O12 0.941
12 O -2.238 -2.976 -4.856  H10 0.942, H11 0.941
13 H -3.068 -3.439 -2.433  O15 0.973
14 H -2.348 -3.564 -1.183  O15 0.986
15 O -3.204 -3.193 -1.502  H13 0.973, H14 0.986
16 H -4.333 -4.781 1.489  O17 0.955
17 O -3.694 -4.205 1.075  H16 0.955, H95 0.957
18 H 1.534 -4.224 -3.747  O19 1.017
19 O 2.236 -4.272 -4.481  H18 1.017, H97 0.947
20 H 3.886 3.371 -3.887  O22 0.982
21 H 2.592 3.513 -3.455  O22 0.998
22 O 3.185 2.730 -3.636  H20 0.982, H21 0.998
23 H 1.635 -3.197 2.643  O25 0.944
24 H 1.785 -4.248 1.360  O25 0.950
25 O 1.690 -4.071 2.289  H23 0.944, H24 0.950
26 H -1.771 -2.391 1.853  O28 0.956
27 H -0.411 -2.098 1.202  O28 0.982
28 O -0.897 -2.761 1.739  H26 0.956, H27 0.982
29 H -4.377 -2.115 -2.523  O31 0.949
30 H -5.187 -1.840 -1.199  O31 0.964
31 O -4.763 -1.447 -1.971  H29 0.949, H30 0.964
32 H 0.252 1.392 5.493  O33 1.032
33 O 0.612 2.355 5.409  H32 1.032, H98 0.965
34 H -0.663 3.646 -3.080  O36 0.945
35 H -0.548 3.189 -1.587  O36 0.975
36 O -0.215 3.056 -2.493  H34 0.945, H35 0.975
37 H 0.647 1.939 3.652  O39 1.018
38 H 0.016 1.798 2.295  O39 0.961
39 O -0.231 1.665 3.215  H37 1.018, H38 0.961
40 H -1.094 3.945 0.741  O42 0.960
41 H 0.169 4.299 -0.179  O42 1.025
42 O -0.648 3.690 -0.070  H40 0.960, H41 1.025
43 H -3.063 0.395 -4.540  O45 0.995
44 H -2.097 -0.612 -4.392  O45 1.009
45 O -2.144 0.368 -4.158  H43 0.995, H44 1.009
46 H 6.201 -2.262 -1.150  O48 0.998
47 H 5.540 -3.436 -1.496  O48 1.014
48 O 5.339 -2.673 -0.859  H46 0.998, H47 1.014
49 H 0.396 -1.109 -1.128  O51 0.946
50 H 0.145 -0.291 -0.001  O51 0.955
51 O 0.813 -0.904 -0.304  H49 0.946, H50 0.955
52 H -0.291 1.107 -1.994  O53 0.995
53 O -0.017 0.207 -2.317  H52 0.995, H94 0.943
54 H 3.346 -2.943 0.185  O56 1.033
55 H 3.006 -2.947 -1.105  O56 1.037
56 O 2.765 -3.611 -0.346  H54 1.033, H55 1.037
57 H 3.683 0.523 -4.720  O58 0.966
58 O 3.731 -0.342 -4.292  H57 0.966, H96 0.960
59 H 2.252 1.894 -1.506  O61 0.989
60 H 1.547 2.932 -0.563  O61 1.005
61 O 2.202 2.171 -0.558  H59 0.989, H60 1.005
62 H -3.214 2.111 1.200  O64 0.959
63 H -1.551 2.251 1.926  O64 0.963
64 O -2.501 2.118 1.841  H62 0.959, H63 0.963
65 H -5.936 -1.458 1.636  O67 0.984
66 H -4.782 -2.521 1.262  O67 0.955
67 O -5.715 -2.324 1.226  H65 0.984, H66 0.955
68 H -1.423 1.785 -5.221  O70 1.028
69 H -2.634 2.649 -5.043  O70 0.969
70 O -1.678 2.777 -5.133  H68 1.028, H69 0.969
71 H -4.228 0.373 -1.668  O73 0.952
72 H -2.820 -0.134 -1.486  O73 0.954
73 O -3.322 0.664 -1.633  H71 0.952, H72 0.954
74 H -1.155 3.894 2.516  O76 0.949
75 H -2.574 4.446 2.238  O76 0.998
76 O -1.603 4.672 2.208  H74 0.949, H75 0.998
77 H -1.764 -4.318 0.565  O79 1.035
78 H -0.317 -4.551 0.000  O79 0.958
79 O -1.232 -4.600 -0.277  H77 1.035, H78 0.958
80 H 4.627 0.497 -1.928  O82 0.963
81 H 5.565 -0.222 -0.909  O82 0.988
82 O 5.535 0.475 -1.608  H80 0.963, H81 0.988
83 H 0.276 -0.639 5.417  O85 0.987
84 H -0.147 -0.922 6.670  O85 0.988
85 O 0.202 -0.102 6.242  H83 0.987, H84 0.988
86 H 1.649 3.936 3.146  O88 0.996
87 H 1.269 3.022 1.920  O88 0.957
88 O 1.037 3.835 2.367  H86 0.996, H87 0.957
89 H 1.795 0.771 -6.094  O90 0.991
90 O 2.597 1.349 -6.032  H89 0.991, H99 1.024
91 H 1.749 -0.623 -4.529  O93 0.970
92 H 0.374 0.217 -4.341  O93 0.966
93 O 0.969 -0.233 -4.954  H91 0.970, H92 0.966
94 H -0.636 -0.333 -2.779  O53 0.943
95 H -3.744 -4.251 0.120  O17 0.957
96 H 4.581 -0.762 -4.439  O58 0.960
97 H 2.373 -3.379 -4.766  O19 0.947
98 H 1.387 2.298 5.980  O33 0.965
99 H 2.448 1.804 -5.127  O90 1.024
100 O 2.177 5.842 -1.080  H101 0.959, H102 0.959
101 H 2.655 6.175 -1.842  O100 0.959
102 H 2.524 6.401 -0.382  O100 0.959
103 O -2.696 -2.117 5.981  H104 0.977, H105 0.969
104 H -2.326 -2.461 5.145  O103 0.977
105 H -3.531 -1.979 5.510  O103 0.969
106 O 2.033 -1.598 -2.434  H107 0.949, H108 0.947
107 H 1.430 -0.867 -2.381  O106 0.949
108 H 2.888 -1.255 -2.654  O106 0.947
109 O -4.723 1.176 3.513  H110 0.944, H111 0.964
110 H -4.607 0.613 4.262  O109 0.944
111 H -4.043 1.859 3.499  O109 0.964
112 O -1.999 -0.182 4.990  H113 0.985, H114 0.959
113 H -1.386 0.586 4.918  O112 0.985
114 H -1.964 -0.335 5.935  O112 0.959
115 O 0.584 -1.000 3.367  H116 0.972, H117 0.996
116 H -0.100 -1.062 2.679  O115 0.972
117 H 0.521 -0.009 3.442  O115 0.996
118 O 2.938 1.708 3.878  H119 0.948, H120 0.962
119 H 2.623 1.553 4.758  O118 0.948
120 H 3.693 1.114 3.826  O118 0.962

Arrangement 2

H80O40 | ωB97M-V/def2-TZVPD

Its charge is 0. The value obtained for the HOMO energy is -0.3247 Eh.

Last columns: bonded neighbours and bond lengths (Å).
Cartesian coordinates (Å):
1 H -2.413 3.425 4.062  O3 0.897
2 H -1.424 2.922 4.912  O3 0.988
3 O -1.543 3.593 4.197  H1 0.897, H2 0.988
4 H 5.472 -0.552 3.336  O6 0.870
5 H 5.606 0.912 2.740  O6 0.835
6 O 5.838 0.140 2.957  H4 0.870, H5 0.835
7 H -2.340 -0.853 -4.123  O9 1.012
8 H -1.817 0.565 -4.471  O9 0.983
9 O -1.487 -0.313 -4.176  H7 1.012, H8 0.983
10 H 1.761 -3.404 -1.697  O12 0.846
11 H 0.415 -3.350 -1.339  O12 0.964
12 O 1.295 -3.564 -1.010  H10 0.846, H11 0.964
13 H 1.635 -3.426 4.173  O15 0.977
14 H 1.593 -3.106 2.812  O15 1.070
15 O 1.494 -2.566 3.731  H13 0.977, H14 1.070
16 H 0.875 1.608 4.491  O17 0.904
17 O 0.757 2.157 5.199  H16 0.904, H95 0.949
18 H 3.459 -2.597 1.882  O19 0.901
19 O 3.497 -1.801 2.301  H18 0.901, H97 0.945
20 H 1.711 -1.006 0.409  O22 0.996
21 H 2.356 -2.294 -0.146  O22 0.920
22 O 2.521 -1.398 -0.017  H20 0.996, H21 0.920
23 H -4.407 2.504 2.698  O25 0.951
24 H -3.232 1.572 2.599  O25 0.964
25 O -3.550 2.346 3.078  H23 0.951, H24 0.964
26 H 2.082 -2.395 5.851  O28 1.016
27 H 1.864 -0.864 6.242  O28 0.960
28 O 2.542 -1.503 6.011  H26 1.016, H27 0.960
29 H 5.754 -1.701 0.862  O31 1.042
30 H 5.617 -2.851 -0.170  O31 0.976
31 O 5.995 -1.953 -0.120  H29 1.042, H30 0.976
32 H 2.642 -4.727 -0.014  O33 0.986
33 O 3.145 -5.550 0.188  H32 0.986, H98 0.948
34 H -0.849 1.154 2.908  O36 0.941
35 H -0.059 0.129 2.292  O36 1.044
36 O -0.837 0.217 2.981  H34 0.941, H35 1.044
37 H -0.636 3.616 1.114  O39 0.983
38 H -0.843 3.259 2.574  O39 1.003
39 O -0.382 2.913 1.753  H37 0.983, H38 1.003
40 H -0.210 -1.906 -6.696  O42 0.942
41 H -0.187 -1.178 -5.278  O42 1.052
42 O -0.501 -2.030 -5.809  H40 0.942, H41 1.052
43 H -5.614 -0.290 2.527  O45 0.907
44 H -4.659 -0.212 3.580  O45 0.934
45 O -4.807 0.082 2.706  H43 0.907, H44 0.934
46 H 0.481 -3.310 0.860  O48 1.005
47 H -0.890 -3.451 1.362  O48 0.966
48 O -0.015 -3.278 1.733  H46 1.005, H47 0.966
49 H -0.970 1.905 -0.315  O51 1.000
50 H -0.815 3.203 -1.265  O51 0.907
51 O -1.382 2.690 -0.777  H49 1.000, H50 0.907
52 H -4.074 -0.066 -3.753  O53 0.871
53 O -3.694 0.030 -2.976  H52 0.871, H94 0.918
54 H -4.126 -3.879 -0.212  O56 0.998
55 H -5.104 -3.901 -1.389  O56 0.848
56 O -4.673 -4.404 -0.861  H54 0.998, H55 0.848
57 H -0.828 -5.021 -3.885  O58 1.015
58 O -0.440 -4.156 -3.524  H57 1.015, H96 1.053
59 H 1.049 2.861 -2.472  O61 0.935
60 H 1.170 4.125 -1.454  O61 0.945
61 O 0.965 3.216 -1.611  H59 0.935, H60 0.945
62 H -0.965 -5.252 -1.023  O64 0.803
63 H -1.547 -4.272 -2.151  O64 1.095
64 O -1.607 -4.803 -1.196  H62 0.803, H63 1.095
65 H -1.015 3.573 -3.906  O67 0.954
66 H -1.721 2.539 -5.006  O67 1.015
67 O -1.805 3.339 -4.386  H65 0.954, H66 1.015
68 H -1.527 -1.977 2.034  O70 0.961
69 H -2.912 -2.004 1.738  O70 0.846
70 O -2.350 -2.452 2.183  H68 0.961, H69 0.846
71 H -5.260 -1.767 -1.017  O73 1.024
72 H -5.018 -2.411 0.282  O73 0.883
73 O -4.644 -1.771 -0.198  H71 1.024, H72 0.883
74 H 1.873 6.344 -2.064  O76 0.984
75 H 0.981 6.691 -0.773  O76 1.124
76 O 1.303 5.843 -1.436  H74 0.984, H75 1.124
77 H -0.388 6.159 -3.192  O79 0.954
78 H 0.847 5.414 -3.916  O79 0.939
79 O -0.082 5.531 -3.843  H77 0.954, H78 0.939
80 H 3.592 3.768 -4.173  O82 0.920
81 H 3.832 4.878 -3.119  O82 1.069
82 O 3.328 4.638 -4.031  H80 0.920, H81 1.069
83 H -5.038 -4.659 1.362  O85 0.967
84 H -4.460 -3.756 2.534  O85 1.009
85 O -5.095 -3.776 1.751  H83 0.967, H84 1.009
86 H -1.501 -1.997 -0.484  O88 0.879
87 H -1.308 -0.282 -0.460  O88 1.057
88 O -0.983 -1.288 -0.435  H86 0.879, H87 1.057
89 H 0.858 1.896 0.370  O90 1.026
90 O 0.447 1.120 -0.163  H89 1.026, H99 1.069
91 H 2.552 1.785 2.866  O93 0.859
92 H 1.595 2.762 2.157  O93 0.978
93 O 1.813 2.217 2.938  H91 0.859, H92 0.978
94 H -3.108 0.665 -2.663  O53 0.918
95 H 1.439 2.793 5.023  O17 0.949
96 H -0.823 -3.288 -3.983  O58 1.053
97 H 2.714 -1.542 2.763  O19 0.945
98 H 2.484 -6.213 0.042  O33 0.948
99 H 1.145 1.096 -0.973  O90 1.069
100 O -4.014 3.535 -1.566  H101 0.894, H102 0.935
101 H -3.204 3.452 -1.934  O100 0.894
102 H -4.017 3.701 -0.646  O100 0.935
103 O 2.444 -0.466 -2.972  H104 0.941, H105 0.881
104 H 1.688 0.025 -3.240  O103 0.941
105 H 2.276 -0.500 -2.108  O103 0.881
106 O 2.503 -3.804 -3.223  H107 1.013, H108 1.046
107 H 1.669 -3.249 -3.373  O106 1.013
108 H 1.923 -4.652 -3.025  O106 1.046
109 O -4.067 0.819 0.144  H110 1.008, H111 0.913
110 H -4.487 -0.096 0.183  O109 1.008
111 H -4.200 1.465 -0.488  O109 0.913
112 O 1.198 5.185 2.973  H113 1.010, H114 1.146
113 H 0.228 5.121 2.699  O112 1.010
114 H 1.137 4.503 3.892  O112 1.146
115 O 4.526 0.130 1.096  H116 0.914, H117 0.891
116 H 5.160 -0.180 0.515  O115 0.914
117 H 3.885 -0.457 1.294  O115 0.891
118 O 4.215 1.604 -1.683  H119 0.957, H120 0.968
119 H 4.934 1.090 -1.315  O118 0.957
120 H 3.773 0.944 -2.237  O118 0.968

Arrangement 3

H80O40 | ωB97M-V/def2-TZVPD

Its charge is 0. The value obtained for the HOMO energy is -0.3650 Eh.

Last columns: bonded neighbours and bond lengths (Å).
Cartesian coordinates (Å):
1 H -2.405 -0.844 1.450  O3 1.048
2 H -3.485 -0.632 0.368  O3 1.017
3 O -2.622 -1.161 0.475  H1 1.048, H2 1.017
4 H -1.875 -5.026 -3.957  O6 0.961
5 H -1.633 -4.279 -2.542  O6 0.991
6 O -2.091 -5.017 -3.020  H4 0.961, H5 0.991
7 H -2.247 5.980 2.143  O9 0.952
8 H -1.515 4.970 1.150  O9 0.919
9 O -1.842 5.817 1.297  H7 0.952, H8 0.919
10 H 3.137 -3.370 -3.488  O12 0.947
11 H 2.712 -1.957 -4.173  O12 0.938
12 O 3.237 -2.734 -4.183  H10 0.947, H11 0.938
13 H 0.682 2.267 3.556  O15 0.975
14 H -0.741 2.577 3.029  O15 0.942
15 O -0.193 1.886 3.360  H13 0.975, H14 0.942
16 H -2.344 -2.889 3.639  O17 0.994
17 O -2.300 -3.374 2.772  H16 0.994, H95 0.964
18 H 5.107 3.138 -1.432  O19 0.971
19 O 5.509 3.145 -0.548  H18 0.971, H97 0.954
20 H 1.434 3.535 -2.013  O22 0.924
21 H 1.493 5.029 -1.639  O22 0.939
22 O 0.951 4.266 -1.720  H20 0.924, H21 0.939
23 H -1.556 -1.113 4.022  O25 0.988
24 H -0.621 -1.375 2.814  O25 0.951
25 O -1.249 -0.748 3.158  H23 0.988, H24 0.951
26 H 2.963 1.754 0.484  O28 0.937
27 H 1.645 0.921 0.151  O28 1.018
28 O 2.401 1.493 -0.219  H26 0.937, H27 1.018
29 H -4.635 0.017 -3.419  O31 0.980
30 H -2.999 -0.262 -3.314  O31 1.053
31 O -3.900 -0.508 -3.801  H29 0.980, H30 1.053
32 H -4.172 4.004 -0.505  O33 0.977
33 O -3.899 4.051 0.432  H32 0.977, H98 0.964
34 H 4.848 1.854 3.785  O36 0.928
35 H 5.797 2.306 2.818  O36 0.963
36 O 4.884 2.006 2.871  H34 0.928, H35 0.963
37 H 3.163 2.005 3.432  O39 0.960
38 H 2.951 3.312 3.874  O39 0.931
39 O 2.451 2.530 3.804  H37 0.960, H38 0.931
40 H 0.996 0.367 -4.798  O42 0.981
41 H 0.974 -0.686 -3.571  O42 0.960
42 O 1.511 -0.252 -4.237  H40 0.981, H41 0.960
43 H 2.131 -2.817 1.994  O45 0.954
44 H 0.684 -3.412 2.002  O45 0.939
45 O 1.594 -3.593 1.853  H43 0.954, H44 0.939
46 H 4.037 0.113 -1.029  O48 0.942
47 H 4.493 0.002 -2.431  O48 0.985
48 O 4.841 0.139 -1.520  H46 0.942, H47 0.985
49 H -4.415 -4.480 -2.218  O51 0.980
50 H -4.996 -3.192 -1.825  O51 0.925
51 O -4.535 -3.895 -1.441  H49 0.980, H50 0.925
52 H -6.253 -0.106 1.701  O53 0.964
53 O -5.488 -0.672 1.544  H52 0.964, H94 0.953
54 H -0.570 3.092 -3.820  O56 0.981
55 H -1.288 4.212 -4.525  O56 0.930
56 O -1.057 3.318 -4.641  H54 0.981, H55 0.930
57 H 2.726 -2.974 3.823  O58 0.946
58 O 2.698 -3.322 4.702  H57 0.946, H96 0.998
59 H 1.717 2.299 -4.251  O61 0.973
60 H 2.577 2.698 -5.398  O61 0.931
61 O 2.597 2.651 -4.469  H59 0.973, H60 0.931
62 H -0.252 0.810 0.855  O64 1.023
63 H 0.461 0.865 2.146  O64 1.026
64 O 0.517 0.297 1.294  H62 1.023, H63 1.026
65 H -2.984 -2.316 -3.200  O67 0.987
66 H -2.816 -1.882 -1.726  O67 0.935
67 O -2.360 -2.286 -2.435  H65 0.987, H66 0.935
68 H 0.451 -1.315 -1.712  O70 0.956
69 H -0.465 -2.078 -2.655  O70 0.999
70 O -0.067 -1.174 -2.503  H68 0.956, H69 0.999
71 H 0.241 -4.471 -1.093  O73 1.001
72 H 0.481 -3.179 -0.208  O73 0.945
73 O 0.317 -3.472 -1.091  H71 1.001, H72 0.945
74 H -1.393 -0.011 -2.422  O76 0.973
75 H -1.320 1.012 -3.554  O76 0.994
76 O -1.908 0.717 -2.809  H74 0.973, H75 0.994
77 H -3.491 1.731 3.099  O79 0.994
78 H -2.968 0.365 3.331  O79 0.954
79 O -3.780 0.849 3.457  H77 0.994, H78 0.954
80 H -1.836 1.005 -0.797  O82 0.978
81 H -0.303 1.392 -1.101  O82 0.991
82 O -1.049 1.475 -0.454  H80 0.978, H81 0.991
83 H -2.662 -1.206 5.568  O85 0.956
84 H -2.250 0.077 6.344  O85 0.959
85 O -2.782 -0.721 6.383  H83 0.956, H84 0.959
86 H -2.458 2.835 1.175  O88 0.953
87 H -3.589 2.995 2.378  O88 1.018
88 O -2.647 2.724 2.103  H86 0.953, H87 1.018
89 H -0.994 -0.438 -5.691  O90 0.958
90 O -0.726 0.480 -5.632  H89 0.958, H99 0.956
91 H 1.104 6.323 0.544  O93 0.982
92 H -0.143 6.148 1.598  O93 1.037
93 O 0.880 6.284 1.500  H91 0.982, H92 1.037
94 H -5.212 -1.095 2.352  O53 0.953
95 H -2.702 -2.881 2.048  O17 0.964
96 H 2.290 -4.206 4.485  O58 0.998
97 H 4.914 2.524 -0.137  O19 0.954
98 H -4.063 4.978 0.639  O33 0.964
99 H -1.258 1.003 -6.230  O90 0.956
100 O -2.141 5.626 -2.557  H101 0.981, H102 0.996
101 H -1.165 5.525 -2.533  O100 0.981
102 H -2.473 5.240 -1.701  O100 0.996
103 O 2.170 -5.945 1.407  H104 0.986, H105 1.018
104 H 2.023 -5.120 0.888  O103 0.986
105 H 2.579 -5.561 2.257  O103 1.018
106 O -0.207 -5.936 -0.065  H107 0.965, H108 1.001
107 H 0.413 -6.505 0.406  O106 0.965
108 H -1.019 -5.599 0.415  O106 1.001
109 O 3.247 -1.039 3.545  H110 0.944, H111 0.944
110 H 2.637 -0.907 4.254  O109 0.944
111 H 3.876 -0.370 3.327  O109 0.944
112 O 4.537 0.640 -4.185  H113 1.052, H114 0.959
113 H 4.239 -0.364 -4.287  O112 1.052
114 H 3.858 1.271 -3.936  O112 0.959
115 O -0.265 -1.305 6.022  H116 0.944, H117 0.942
116 H -0.684 -1.879 6.644  O115 0.944
117 H 0.208 -0.614 6.454  O115 0.942
118 O 3.135 -3.650 -0.823  H119 0.972, H120 0.936
119 H 3.498 -3.378 0.037  O118 0.972
120 H 3.476 -4.521 -0.797  O118 0.936

Arrangement 4

H80O40 | ωB97M-V/def2-TZVPD

Its charge is 0. The value obtained for the HOMO energy is -0.4000 Eh.

Last columns: bonded neighbours and bond lengths (Å).
Cartesian coordinates (Å):
1 H 3.376 2.135 4.023  O3 0.963
2 H 2.307 2.294 5.004  O3 0.967
3 O 3.263 2.149 4.979  H1 0.963, H2 0.967
4 H -2.238 -2.459 -2.317  O6 0.958
5 H -2.867 -3.162 -3.529  O6 0.949
6 O -3.066 -2.765 -2.690  H4 0.958, H5 0.949
7 H -0.741 -4.577 3.564  O9 0.963
8 H 0.548 -5.220 4.103  O9 0.962
9 O -0.324 -4.911 4.365  H7 0.963, H8 0.962
10 H 2.614 2.335 0.868  O12 0.952
11 H 1.441 3.282 1.144  O12 0.967
12 O 2.043 2.649 1.562  H10 0.952, H11 0.967
13 H 5.350 -3.546 -1.181  O15 0.975
14 H 5.950 -2.033 -1.472  O15 0.957
15 O 5.227 -2.654 -1.552  H13 0.975, H14 0.957
16 H -0.326 -6.632 -0.282  O17 0.962
17 O 0.011 -5.770 -0.545  H16 0.962, H95 0.968
18 H 2.119 3.170 -4.604  O19 0.959
19 O 2.340 2.497 -3.958  H18 0.959, H97 0.966
20 H 3.758 -1.206 2.543  O22 0.962
21 H 2.973 -0.677 1.299  O22 0.965
22 O 3.107 -0.563 2.248  H20 0.962, H21 0.965
23 H -0.250 1.022 0.438  O25 0.950
24 H -0.007 1.032 1.912  O25 0.968
25 O -0.721 1.086 1.261  H23 0.950, H24 0.968
26 H -0.130 2.492 -2.429  O28 0.967
27 H -1.165 2.418 -1.453  O28 0.981
28 O -0.201 2.596 -1.470  H26 0.967, H27 0.981
29 H -1.030 0.084 -4.872  O31 0.968
30 H -0.031 0.306 -5.922  O31 0.967
31 O -0.831 -0.216 -5.770  H29 0.968, H30 0.967
32 H -6.390 1.350 -0.142  O33 0.967
33 O -6.372 0.768 -0.914  H32 0.967, H98 0.965
34 H -2.815 -4.933 1.421  O36 0.962
35 H -1.925 -3.712 1.607  O36 0.957
36 O -1.894 -4.657 1.459  H34 0.962, H35 0.957
37 H -3.757 1.285 -4.032  O39 0.954
38 H -4.321 -0.057 -4.839  O39 0.954
39 O -4.417 0.853 -4.567  H37 0.954, H38 0.954
40 H 3.503 0.648 -1.346  O42 0.973
41 H 3.846 1.113 -0.005  O42 0.976
42 O 3.097 1.166 -0.629  H40 0.973, H41 0.976
43 H -1.091 1.106 5.098  O45 0.980
44 H -1.557 0.199 4.016  O45 0.915
45 O -1.878 0.630 4.757  H43 0.980, H44 0.915
46 H 3.496 -1.984 -2.249  O48 0.972
47 H 2.163 -1.144 -1.744  O48 0.950
48 O 2.787 -1.345 -2.431  H46 0.972, H47 0.950
49 H -0.855 -3.454 -0.871  O51 0.973
50 H -2.234 -3.239 -0.230  O51 0.991
51 O -1.468 -2.742 -0.617  H49 0.973, H50 0.991
52 H 2.432 -3.388 2.576  O53 0.962
53 O 3.309 -3.590 2.236  H52 0.962, H94 0.968
54 H -2.457 1.882 -0.440  O56 0.957
55 H -3.615 1.009 -0.735  O56 0.962
56 O -3.398 1.828 -0.278  H54 0.957, H55 0.962
57 H 1.033 0.185 -1.150  O58 0.950
58 O 0.671 0.265 -2.025  H57 0.950, H96 0.955
59 H -2.690 -1.829 1.763  O61 0.959
60 H -3.627 -1.414 2.936  O61 0.964
61 O -3.549 -1.461 1.977  H59 0.959, H60 0.964
62 H 0.662 4.827 -2.488  O64 0.959
63 H 1.636 5.401 -1.375  O64 0.964
64 O 0.954 5.612 -2.022  H62 0.959, H63 0.964
65 H 3.490 5.663 0.572  O67 0.979
66 H 4.273 4.923 -0.260  O67 0.975
67 O 3.626 5.640 -0.397  H65 0.979, H66 0.975
68 H 6.100 1.279 -3.137  O70 0.965
69 H 5.205 0.969 -1.969  O70 0.959
70 O 5.566 1.711 -2.459  H68 0.965, H69 0.959
71 H -1.338 -0.703 2.008  O73 0.964
72 H -0.944 -1.597 3.398  O73 0.966
73 O -0.717 -0.976 2.693  H71 0.964, H72 0.966
74 H 4.266 -5.389 0.030  O76 0.956
75 H 3.228 -4.233 -0.102  O76 0.961
76 O 4.014 -4.626 -0.489  H74 0.956, H75 0.961
77 H -5.679 -1.023 -0.149  O79 0.971
78 H -4.451 -1.695 0.441  O79 0.976
79 O -5.160 -1.841 -0.213  H77 0.971, H78 0.976
80 H -0.220 2.766 4.467  O82 0.994
81 H 0.622 1.526 4.232  O82 0.965
82 O 0.344 2.106 4.952  H80 0.994, H81 0.965
83 H 0.174 -2.288 -3.308  O85 0.964
84 H 1.606 -2.639 -2.968  O85 0.972
85 O 0.693 -2.793 -2.672  H83 0.964, H84 0.972
86 H -1.850 1.997 2.775  O88 0.956
87 H -1.144 3.281 2.171  O88 0.942
88 O -1.520 2.879 2.937  H86 0.956, H87 0.942
89 H -3.453 2.759 -2.088  O90 0.989
90 O -2.673 2.896 -2.681  H89 0.989, H99 0.948
91 H -3.689 -3.966 -0.992  O93 0.972
92 H -4.690 -3.860 0.291  O93 0.960
93 O -3.829 -4.122 -0.043  H91 0.972, H92 0.960
94 H 3.738 -3.755 3.088  O53 0.968
95 H -0.645 -5.179 -0.149  O17 0.968
96 H 1.060 0.759 -2.744  O58 0.955
97 H 2.769 2.951 -3.222  O19 0.966
98 H -5.491 0.950 -1.261  O33 0.965
99 H -3.043 3.377 -3.410  O90 0.948
100 O -0.849 3.210 -5.488  H101 0.961, H102 0.961
101 H -1.506 3.894 -5.640  O100 0.961
102 H -0.118 3.625 -5.022  O100 0.961
103 O -1.975 0.061 -1.489  H104 0.967, H105 0.961
104 H -1.165 0.255 -1.981  O103 0.967
105 H -1.862 -0.773 -1.026  O103 0.961
106 O -0.564 5.386 1.074  H107 0.969, H108 0.957
107 H -0.586 5.143 0.136  O106 0.969
108 H -1.494 5.574 1.206  O106 0.957
109 O -4.687 1.673 2.122  H110 0.966, H111 0.972
110 H -4.309 1.589 3.008  O109 0.966
111 H -5.082 0.786 2.147  O109 0.972
112 O 1.683 -2.138 4.124  H113 0.971, H114 0.969
113 H 1.458 -1.707 3.284  O112 0.971
114 H 1.835 -1.335 4.644  O112 0.969
115 O 5.467 1.648 2.134  H116 0.963, H117 0.963
116 H 4.682 1.836 2.659  O115 0.963
117 H 6.185 1.753 2.767  O115 0.963
118 O 0.626 -1.452 0.568  H119 0.945, H120 0.998
119 H -0.028 -1.744 -0.049  O118 0.945
120 H 0.273 -1.364 1.497  O118 0.998

Which structure above is the least stable one? arrangement 2 is the least stable one.